Entry from the OMol25 dataset: a structure of composition C40H48ClCsN6O5S (wB97M-V/def2-TZVPD).

Output
* energy above the lowest of the compared OMol25 structures with the same formula, charge and spin: 0.302 eV
* gap between HOMO and LUMO: 0.1950 hartree
* charge: -2
* maximum force: 1.00 eV Å⁻¹
* E: -85345.0967 eV
* lowest unoccupied orbital energy: 3.55 eV

Each line ends with the Mulliken charge.
Positions of all 102 atoms, in Å:
Cs 2.51 0.76 0.57  1.64
N 2.62 4.21 4.08  -0.76
C 1.64 3.19 3.66  -0.22
C 2.20 1.75 3.80  0.39
O 3.43 1.67 4.08  -0.86
N 1.44 0.70 3.60  -0.38
C 0.08 0.85 3.13  -0.06
C -0.21 0.06 1.84  -1.01
O -1.16 0.54 1.14  -0.60
O 0.47 -0.94 1.54  -0.47
H 3.51 3.69 4.10  0.35
H 2.44 4.43 5.06  0.27
H 1.37 3.37 2.62  -0.05
H 0.73 3.30 4.24  0.32
H -0.24 1.88 2.93  0.29
H -0.63 0.45 3.87  -0.02
N 1.17 -1.33 -1.43  0.47
C 1.44 -2.02 -2.58  0.45
C 1.66 -3.41 -2.52  -0.65
C 2.02 -4.13 -3.64  -0.54
C 2.18 -3.48 -4.86  -0.79
C 1.94 -2.11 -4.92  -0.48
C 1.55 -1.35 -3.82  0.32
C 1.26 0.11 -4.00  0.89
C 0.65 0.48 -5.21  -0.65
C 0.45 1.81 -5.54  -0.69
C 0.87 2.78 -4.64  -0.58
C 1.41 2.40 -3.42  -0.81
C 1.61 1.06 -3.01  -0.28
H 0.76 -1.79 -0.63  0.05
H 0.92 -0.36 -1.58  -0.79
H 1.56 -3.90 -1.56  0.41
H 2.19 -5.20 -3.56  0.36
H 2.49 -4.03 -5.74  0.35
H 2.08 -1.60 -5.87  0.44
H 0.31 -0.29 -5.90  0.37
H -0.03 2.08 -6.48  0.35
H 0.74 3.84 -4.88  0.34
H 1.68 3.20 -2.73  0.35
C 7.17 -6.95 3.26  -1.43
C 6.17 -5.87 2.95  0.99
C 6.58 -4.64 2.43  -0.58
C 5.66 -3.65 2.12  -0.45
C 4.32 -3.88 2.34  -0.04
C 3.88 -5.10 2.83  -0.56
C 4.81 -6.08 3.14  -0.71
S 3.13 -2.57 1.96  0.70
C 2.86 -2.05 3.64  -0.18
O 3.95 -1.50 1.31  -0.72
H 8.12 -6.52 3.58  0.36
H 7.37 -7.57 2.38  0.28
H 6.81 -7.61 4.05  0.36
H 7.64 -4.46 2.28  0.32
H 5.97 -2.69 1.72  0.42
H 2.82 -5.28 2.98  0.43
H 4.47 -7.03 3.54  0.31
H 3.83 -1.85 4.10  0.31
H 2.33 -2.85 4.16  0.35
H 2.26 -1.13 3.61  -0.04
C -3.07 0.79 -4.13  -1.98
C -3.83 0.85 -2.79  1.97
C -5.07 1.73 -2.96  -2.03
C -4.28 -0.59 -2.51  -1.71
C -2.89 1.37 -1.66  2.78
O -2.01 0.32 -1.35  -0.24
C -3.61 1.90 -0.40  -1.63
C -4.45 0.91 0.42  -0.52
C -4.79 1.49 1.77  -0.48
C -6.09 1.86 2.09  -0.30
C -6.39 2.42 3.33  -0.81
C -5.38 2.60 4.25  0.45
Cl -5.76 3.29 5.81  -0.27
C -4.07 2.23 3.96  -1.08
C -3.78 1.68 2.72  0.05
C -2.06 2.56 -2.24  -1.44
N -1.25 3.24 -1.25  1.69
C -0.13 2.78 -0.70  0.44
N 0.36 3.66 0.17  -0.40
C -0.56 4.66 0.10  -0.44
N -1.55 4.46 -0.75  -1.25
H -3.66 0.25 -4.86  0.55
H -2.11 0.28 -4.01  0.27
H -2.86 1.78 -4.54  0.27
H -5.64 1.40 -3.83  0.54
H -4.80 2.78 -3.13  0.27
H -5.72 1.69 -2.09  0.33
H -4.92 -0.93 -3.33  0.51
H -4.84 -0.69 -1.58  0.26
H -3.42 -1.25 -2.44  0.25
H -1.70 0.35 -0.41  0.46
H -4.21 2.78 -0.65  0.78
H -2.82 2.26 0.27  0.16
H -3.87 -0.01 0.55  0.26
H -5.38 0.66 -0.09  0.56
H -6.88 1.72 1.36  0.37
H -7.41 2.71 3.57  0.39
H -3.29 2.38 4.69  0.49
H -2.77 1.39 2.47  0.39
H -2.70 3.31 -2.69  0.25
H -1.38 2.17 -2.99  -0.19
H 0.29 1.83 -0.98  -0.33
H -0.49 5.56 0.69  0.51



Entry from the OMol25 dataset: a structure of composition C23H45Cl12FIN3O4S at a distorted geometry (wB97M-V/def2-TZVPD).

Output
* gap between HOMO and LUMO: 0.3138 hartree
* charge: 0
* maximum force: 5.46 eV Å⁻¹
* E: -209161.1030 eV
* lowest unoccupied orbital energy: -0.10 eV

Each line ends with the Mulliken charge.
Positions of all 90 atoms, in Å:
C -5.68 -1.73 3.21  -0.83
C -5.20 -2.78 2.09  -0.55
C -3.64 -3.20 2.21  -0.19
N -2.85 -2.56 1.12  -0.20
C -1.74 -1.72 1.58  1.00
S -1.53 -0.57 0.08  1.39
O -0.81 -1.24 -1.05  -0.66
O -1.04 0.79 0.44  -0.59
F -3.12 -0.35 -0.48  -0.33
C -2.17 -0.61 2.70  -0.64
O -3.13 0.20 2.65  -0.58
N -1.31 -0.67 3.88  -0.03
C -0.52 -1.95 3.70  0.58
N -1.08 -2.87 4.71  -0.42
O 0.81 -1.48 4.07  -0.14
C -0.38 -2.43 2.14  -0.52
I 1.44 -1.31 1.51  0.51
C -0.41 -3.99 1.81  -0.72
C 0.97 -4.79 2.02  -0.06
C 1.94 -4.78 0.72  -1.15
C 1.79 -4.41 3.35  -1.00
H -5.06 -1.91 4.15  0.20
H -5.59 -0.69 2.77  0.16
H -6.80 -1.90 3.38  0.36
H -5.81 -3.75 2.25  0.33
H -5.43 -2.46 1.01  0.28
H -3.22 -3.07 3.26  -0.05
H -3.62 -4.34 2.00  0.34
H -2.59 -3.20 0.37  0.36
H -1.77 -0.56 4.80  0.33
H -1.45 -3.74 4.30  0.26
H -0.42 -3.09 5.46  0.38
H 0.74 -0.60 4.51  -0.11
H -1.23 -4.58 2.35  0.14
H -0.66 -4.08 0.69  0.22
H 0.67 -5.90 2.14  0.39
H 2.40 -5.82 0.59  0.36
H 1.31 -4.60 -0.23  0.24
H 2.75 -3.98 0.78  0.25
H 1.16 -4.13 4.24  0.09
H 2.36 -5.37 3.66  0.41
H 2.60 -3.66 3.07  0.22
Cl -5.31 3.29 -1.27  -0.21
C -3.73 2.57 -1.70  -0.15
C -2.79 3.59 -2.31  -0.17
Cl -3.33 4.11 -3.93  -0.21
H -3.91 1.73 -2.37  0.30
H -3.30 2.18 -0.78  -0.03
H -1.80 3.15 -2.43  0.09
H -2.70 4.48 -1.68  0.37
Cl 4.01 0.21 0.72  -0.17
C 4.80 0.97 -0.69  -0.61
C 4.04 0.69 -1.97  -0.26
Cl 4.14 -1.01 -2.46  -0.16
H 5.82 0.61 -0.74  0.36
H 4.82 2.04 -0.49  0.33
H 4.47 1.28 -2.79  0.30
H 2.99 0.96 -1.88  0.16
Cl 1.44 2.13 -7.30  -0.19
C 0.01 2.08 -6.24  -0.45
C 0.27 2.72 -4.90  0.05
Cl 1.40 1.76 -3.90  -0.11
H -0.30 1.04 -6.14  0.32
H -0.78 2.62 -6.76  0.31
H -0.66 2.79 -4.33  -0.28
H 0.68 3.72 -5.00  0.34
Cl -2.62 10.36 -4.18  -0.19
C -3.71 9.03 -4.63  -0.43
C -2.95 7.75 -4.92  -0.30
Cl -1.99 7.85 -6.41  -0.19
H -4.29 9.35 -5.49  0.33
H -4.39 8.88 -3.79  0.30
H -3.66 6.92 -5.06  0.18
H -2.28 7.48 -4.10  0.30
Cl 1.70 0.98 5.46  -0.19
C 1.63 0.87 7.24  -0.48
C 3.00 0.68 7.86  -0.43
Cl 3.68 -0.92 7.49  -0.17
H 0.95 0.06 7.50  0.30
H 1.19 1.81 7.59  0.37
H 2.93 0.76 8.94  0.31
H 3.70 1.44 7.51  0.31
Cl 7.92 -2.29 -4.62  -0.19
C 6.66 -1.89 -5.82  -0.39
C 6.80 -0.46 -6.32  -0.48
Cl 6.40 0.74 -5.07  -0.15
H 5.69 -2.06 -5.36  0.28
H 6.78 -2.59 -6.65  0.32
H 6.10 -0.30 -7.15  0.27
H 7.81 -0.26 -6.68  0.35